1.
Molecular formula: C4H7N3
Method: DFT, ωB97M-V/def2-TZVPD

Values from the calculation:
max |F|	4.38	eV/Å
relative energy (zero: lowest compared OMol25 entry of this formula, charge and spin)	3.8513	eV
structure (SMILES)	C1C[C@H]2NN=N[C@@H]12
HOMO level	-8.963	eV
total charge	0
orbital gap	9.976	eV

Each line ends with the Löwdin charge.
Atoms and positions in Å:
C (0.8326, -1.0859, -0.3987)  -0.17
C (1.1067, 0.3774, -0.3839)  -0.23
C (0.0214, 0.8197, 0.6130)  -0.13
N (-1.2403, 1.1931, -0.0739)  -0.04
N (-1.9778, 0.1620, -0.3763)  -0.07
N (-1.6666, -0.9493, 0.0488)  -0.02
C (-0.3633, -1.0243, 0.6145)  -0.17
H (0.5443, -1.3878, -1.4111)  0.11
H (1.6167, -1.7663, 0.0710)  0.12
H (2.0168, 0.9633, -0.0674)  0.11
H (0.9845, 0.8754, -1.4139)  0.12
H (0.2173, 1.6080, 1.4670)  0.14
H (-1.7318, 2.0664, -0.0085)  0.13
H (-0.3604, -1.8517, 1.3194)  0.10

=====

2.
Molecular formula: C14H9Br2N2OSSbSe4Tl
Method: DFT, ωB97M-V/def2-TZVPD

Values from the calculation:
max |F|	0.95	eV/Å
HOMO level (alpha / beta)	-4.737 / -4.732	eV
total charge	-1
orbital gap (alpha / beta)	4.858 / 4.711	eV

Each line ends with the Löwdin charge.
Atoms and positions in Å:
Tl (1.4670, -0.4338, -0.8219)  0.66
Se (5.2467, -4.2673, -1.8191)  -0.17
Sb (4.1813, -3.4074, 0.1713)  -0.43
Se (4.7533, -0.9582, 0.2591)  0.06
Se (1.7625, -3.5502, 0.4274)  -0.20
Se (5.2936, -4.4749, 2.1399)  0.05
Br (-2.9287, 2.5337, 0.2889)  0.73
C (-1.1813, 3.2539, 0.1733)  -0.61
C (-1.0275, 4.6409, 0.1263)  -0.20
C (0.2129, 5.2079, 0.0454)  -0.65
Br (0.3529, 7.1091, 0.0093)  0.71
C (1.3702, 4.3997, -0.0119)  -0.20
C (2.6933, 4.8885, -0.1040)  -0.05
C (3.7404, 4.0162, -0.1674)  -0.06
C (3.4771, 2.6355, -0.1590)  -0.16
N (2.2638, 2.1459, -0.0720)  0.04
C (1.2071, 2.9898, 0.0197)  -0.14
C (-0.1056, 2.3490, 0.1437)  -0.46
O (-0.2317, 1.0918, 0.2147)  -0.31
H (-1.9062, 5.2709, 0.1544)  0.09
H (2.8605, 5.9573, -0.1246)  0.07
H (4.7613, 4.3708, -0.2286)  0.10
H (4.2898, 1.9194, -0.2288)  0.05
S (-1.4748, -1.7553, 0.0711)  0.61
C (-2.5740, -2.9860, -0.0391)  -0.78
N (-3.1398, -3.5098, 1.1048)  0.04
C (-4.1052, -4.4663, 1.1402)  -0.10
C (-4.5770, -5.0082, -0.0024)  -0.09
C (-4.0219, -4.5473, -1.2306)  -0.07
C (-3.0635, -3.5887, -1.2514)  -0.09
H (-2.7906, -3.1027, 1.9614)  0.13
H (-4.4534, -4.7534, 2.1219)  0.12
H (-5.3457, -5.7654, 0.0263)  0.10
H (-4.3745, -4.9725, -2.1628)  0.11
H (-2.6323, -3.2328, -2.1754)  0.11

=====

3.
Molecular formula: C20H29N6O6PdS
Method: DFT, ωB97M-V/def2-TZVPD

Values from the calculation:
max |F|	1.31	eV/Å
relative energy (zero: lowest compared OMol25 entry of this formula, charge and spin)	0.8032	eV
HOMO level	-16.806	eV
total charge	+3
orbital gap	4.679	eV

Each line ends with the Löwdin charge.
Atoms and positions in Å:
Pd (-0.7640, -0.2126, 0.9240)  1.10
O (-4.5737, 0.5625, 0.2132)  0.08
C (-3.4892, 0.2325, 0.6545)  -0.55
O (-2.3547, 0.7489, 0.2495)  -0.18
C (-3.3670, -0.8758, 1.6559)  -0.17
C (-4.4456, -1.4780, 2.2616)  0.06
C (-4.2179, -2.5728, 3.0896)  0.02
C (-2.9237, -3.0386, 3.2538)  0.01
C (-1.8785, -2.3894, 2.6152)  -0.06
N (-2.1097, -1.3197, 1.8513)  -0.02
H (-5.4368, -1.0896, 2.0729)  0.14
H (-5.0439, -3.0619, 3.5881)  0.14
H (-2.7081, -3.8981, 3.8728)  0.13
H (-0.8535, -2.7101, 2.7204)  0.12
C (6.0434, 1.7348, -0.7195)  -0.10
C (6.0019, 1.3578, 0.7571)  -0.29
S (4.6849, 0.2167, 1.0524)  0.67
O (4.9327, -1.0097, 0.3349)  -0.28
O (3.4036, 0.8753, 0.8539)  -0.33
C (4.7816, -0.1643, 2.7994)  -0.19
C (4.0805, -1.4902, 3.1080)  -0.08
N (2.8216, -1.6788, 2.3506)  0.07
C (1.7257, -0.9111, 2.4721)  -0.32
N (0.8609, -1.2065, 1.4997)  -0.07
C (1.4195, -2.1980, 0.7207)  -0.01
C (2.6301, -2.4774, 1.2416)  -0.14
N (3.5334, -3.5023, 0.7512)  -0.33
O (3.3309, -3.8583, -0.3838)  0.14
O (4.3620, -3.9385, 1.5181)  0.13
C (1.5225, 0.1232, 3.5136)  0.03
H (6.8536, 2.4439, -0.8756)  0.09
H (5.1121, 2.2057, -1.0298)  0.08
H (6.2292, 0.8592, -1.3383)  0.09
H (5.8202, 2.2180, 1.4036)  0.12
H (6.9145, 0.8510, 1.0742)  0.12
H (4.3587, 0.6855, 3.3319)  0.10
H (5.8308, -0.2583, 3.0804)  0.13
H (3.8519, -1.5549, 4.1705)  0.15
H (4.7141, -2.3283, 2.8473)  0.12
H (0.9391, -2.6474, -0.1301)  0.13
H (1.7163, -0.2754, 4.5098)  0.11
H (0.4939, 0.4788, 3.4813)  0.08
H (2.1805, 0.9734, 3.3373)  0.09
C (-3.8501, 1.8443, -2.1501)  0.06
C (-4.7674, 2.6554, -3.7085)  0.12
N (-3.9122, 2.2769, -4.6611)  -0.11
C (-3.8736, 0.8932, -4.9751)  0.03
C (-3.1061, 0.1947, -3.6370)  0.02
N (-2.8113, 1.2879, -2.7815)  -0.11
C (-1.8493, 2.1824, -3.3136)  0.02
C (-2.6331, 2.8854, -4.6570)  0.03
H (-4.6160, 1.1855, -1.7454)  0.13
H (-3.6301, 2.7098, -1.5327)  0.16
H (-4.7611, 3.7076, -3.4421)  0.16
H (-5.7302, 2.1558, -3.6889)  0.16
H (-3.2468, 0.6893, -5.8367)  0.15
H (-4.8627, 0.4532, -5.0561)  0.16
H (-2.2126, -0.2850, -4.0222)  0.15
H (-3.8123, -0.4985, -3.1910)  0.15
H (-0.9776, 1.6758, -3.7137)  0.15
H (-1.6111, 2.9945, -2.6347)  0.15
H (-2.0455, 2.6150, -5.5275)  0.15
H (-2.6744, 3.9555, -4.4801)  0.15

=====

4.
Molecular formula: C17H48CrF3O17S
Method: DFT, ωB97M-V/def2-TZVPD

Values from the calculation:
max |F|	4.09	eV/Å
HOMO level (alpha / beta)	-11.451 / -11.451	eV
total charge	+1
multiplicity	5
orbital gap (alpha / beta)	6.551 / 7.030	eV

Each line ends with the Mulliken spin population.
Atoms and positions in Å:
Cr (2.3068, 2.0044, -0.4293)  3.98
C (-0.0104, -1.5860, 0.4037)  0.00
F (0.9831, -1.6044, 1.2832)  0.00
F (0.4049, -2.0326, -0.7569)  0.00
F (-1.0736, -2.2307, 0.7932)  0.00
S (-0.5016, 0.2288, 0.1707)  -0.01
O (-1.6295, 0.5125, 1.0350)  0.00
O (0.6741, 1.0924, 0.3705)  0.01
O (-0.8751, 0.3511, -1.2530)  0.01
C (4.2185, -0.2638, -0.7238)  -0.01
C (3.1976, -0.5655, -1.8060)  0.00
O (2.2596, 0.5173, -2.0743)  0.03
O (3.6514, 0.5444, 0.3298)  -0.02
H (5.0217, 0.2252, -1.2867)  -0.01
H (4.6904, -1.1610, -0.3255)  0.00
H (2.5544, -1.4311, -1.6567)  -0.01
H (3.8409, -0.7021, -2.6760)  0.00
H (1.6870, 0.1027, -2.7748)  0.00
H (4.1491, 0.2833, 1.1153)  0.00
C (2.4120, -0.2756, 4.0754)  -0.01
C (2.5322, 0.9847, 4.9369)  0.00
O (2.1446, 2.1257, 4.1142)  0.00
O (1.0585, -0.7044, 4.1251)  0.00
H (2.9923, -0.9969, 4.6502)  0.00
H (2.6944, -0.0054, 3.0532)  0.01
H (3.5589, 1.2726, 5.1892)  0.00
H (1.9514, 0.9069, 5.8530)  0.00
H (1.9853, 2.8949, 4.6676)  0.00
H (0.4721, 0.0020, 3.8051)  0.00
C (-2.5475, -1.5374, -3.9245)  0.00
C (-3.1430, -0.1571, -3.6461)  0.00
O (-2.1578, 0.8955, -3.6909)  0.00
O (-1.8906, -2.0574, -2.7297)  0.00
H (-1.7467, -1.5087, -4.6693)  0.00
H (-3.3014, -2.2941, -4.1307)  0.00
H (-3.6331, -0.0376, -2.6810)  0.00
H (-3.8731, -0.0186, -4.4479)  0.00
H (-1.8415, 0.9520, -2.7751)  0.00
H (-1.2098, -1.3921, -2.5592)  0.00
C (2.6122, -0.1251, -5.4668)  0.00
C (1.0869, 0.0449, -5.4604)  0.00
O (0.5974, 0.2056, -4.1329)  0.00
O (2.9459, -1.3218, -4.7969)  0.00
H (3.1498, 0.7104, -5.0152)  0.00
H (2.8851, -0.0857, -6.5265)  0.00
H (0.6478, -0.8121, -5.9867)  0.00
H (0.7192, 0.8467, -6.1119)  0.00
H (-0.3758, 0.2876, -4.1863)  0.00
H (2.8199, -2.0437, -5.4229)  0.00
C (-2.8202, -1.1644, 4.3187)  0.00
C (-2.3290, 0.2492, 4.5376)  0.00
O (-1.2386, 0.6089, 3.7156)  0.00
O (-3.2191, -1.4118, 2.9904)  0.00
H (-3.7048, -1.3309, 4.9365)  0.00
H (-2.0088, -1.8066, 4.6872)  0.00
H (-1.9647, 0.2970, 5.5685)  0.00
H (-3.1295, 0.9941, 4.4650)  0.00
H (-1.4607, 0.7858, 2.7802)  0.00
H (-2.4349, -1.3144, 2.4403)  0.00
C (-0.1109, -5.3218, 2.3930)  0.00
C (1.1719, -4.9195, 3.0840)  0.00
O (1.3515, -5.7309, 4.2483)  0.00
O (-0.0219, -6.6008, 1.7537)  0.00
H (-0.4085, -4.6606, 1.5767)  0.00
H (-0.9651, -5.2933, 3.0732)  0.00
H (1.0599, -3.8456, 3.2704)  0.00
H (2.0554, -5.0542, 2.4564)  0.00
H (2.1469, -6.2431, 4.0905)  0.00
H (0.6348, -7.1646, 2.1694)  0.00
C (1.1344, 4.7359, -3.2395)  -0.01
C (0.8323, 3.3541, -2.7307)  -0.02
O (0.8761, 3.3595, -1.2740)  0.01
H (0.4443, 5.4845, -2.8451)  0.00
H (0.9509, 4.8510, -4.3108)  0.00
H (2.1888, 4.9665, -3.0792)  0.00
H (1.4703, 2.5494, -3.0898)  0.02
H (-0.1361, 3.0793, -3.1609)  0.00
H (0.3231, 4.0772, -0.9404)  0.00
C (-4.9453, 4.3344, 1.3368)  0.00
C (-4.2444, 3.0011, 1.2391)  0.00
O (-3.5199, 2.8360, 0.0422)  0.00
H (-4.2697, 5.1937, 1.4344)  0.00
H (-5.5584, 4.4152, 2.2324)  0.00
H (-5.4665, 4.5521, 0.4022)  0.00
H (-5.0448, 2.2513, 1.3070)  0.00
H (-3.6223, 2.8786, 2.1366)  0.00
H (-3.1114, 1.9670, 0.1368)  0.00